1.
53
Properties=species:S:1:pos:R:3 method="wB97M-V/def2-TZVPD" charge=+2 spin_multiplicity=1 homo_energy_ev="-12.78 / -13.04" homo_lumo_gap_ev="7.2 / 7.4"
H -1.04484 1.43962 -3.55265
H 6.16203 1.61066 0.74317
H 1.07822 3.11643 -2.59564
H 4.83577 3.65183 1.17071
H 0.77353 -1.01182 -1.60121
Ti -0.20519 -0.97309 0.90453
H -3.10627 -2.16227 1.86104
H 0.58608 -1.39204 3.93020
C 3.07854 0.27166 0.82625
Cl 2.06497 4.04998 1.58978
C 2.30277 1.36448 1.21954
C 4.44857 0.33245 0.66385
H -3.00077 -3.21229 -0.42827
H -2.33725 2.73165 -1.81237
H 0.78089 3.66529 -1.05009
C -1.01260 -0.30078 -2.32746
C 0.00690 -3.32032 1.18450
C -1.31477 -1.56073 2.90564
H -3.06249 0.26852 -2.61288
H -2.84178 -1.02292 -1.44066
H -3.51344 1.21522 -0.47650
H -2.68930 -0.31543 0.91173
C -0.40255 1.03355 -2.76686
H -0.48424 -2.00100 -1.34632
H 5.00627 -0.56118 0.41648
H 0.22915 1.48839 -0.79034
N 0.34268 3.25532 -1.90183
H 1.67993 -3.09818 2.52734
C 0.67391 -2.77859 2.29780
Cl 2.23161 -1.21582 0.49524
C -2.02613 -2.25203 1.90891
N -0.19832 -1.02114 -1.29632
H -1.51059 -4.03962 -0.93867
C -2.14339 -3.79074 -0.08528
H 0.51356 -4.04119 0.55583
H -1.84201 -0.92884 3.60660
C -0.34511 1.96272 -1.57591
C -2.46986 0.94315 -0.65112
N -1.94371 0.28995 0.58816
C -1.37655 -3.07606 0.99236
C -1.74108 2.24018 -1.03785
S 0.63462 1.17433 1.70843
C 0.05387 -1.84145 3.10502
H -1.07522 -0.92878 -3.21872
H 0.59230 0.87453 -3.19644
H -2.52735 -4.73265 0.31133
C 4.34499 2.69102 1.09354
H -1.84182 0.99679 1.31140
C -2.42776 -0.07444 -1.79509
C 5.08693 1.54997 0.83204
C 2.97692 2.59561 1.27341
H -1.68414 2.89742 -0.16503
H -0.31647 3.94273 -2.27132

---

2.
54
Properties=species:S:1:pos:R:3 method="wB97M-V/def2-TZVPD" smiles="CCSCc1nc2c(CC(=O)F)c([C@@H](Cl)CC)ccc2nc1CN.CCO" spin_multiplicity=1 homo_energy_ev=-8.38 homo_lumo_gap_ev=7.2
C -3.00339 -1.45200 0.13161
C -0.48312 -1.37092 -1.61434
N -3.82357 0.82350 -0.74063
C 0.82948 -1.33928 -2.52397
H 3.48888 -1.77943 6.64985
H -4.40260 3.73794 -2.63101
N -1.20719 0.91200 -2.55420
H -1.99539 2.98947 -4.56796
H 1.68272 -2.08719 0.12597
H 2.61530 -0.73550 4.05947
H 0.76065 4.35678 0.49117
H 0.49773 -1.33596 -3.63458
O 2.31382 0.28060 -1.25989
H -0.58423 5.09187 -0.51856
C -2.80692 -0.19021 -0.81746
H -5.22784 4.09064 0.01559
H 2.59427 -3.60097 -0.37227
C 1.66168 -3.24455 0.18456
C -0.69547 -2.58565 -0.67921
H -2.42335 4.18022 -3.15261
H -3.93180 -1.48121 0.80682
H 3.73729 -3.27356 4.65686
H 1.50535 -2.25478 -2.40241
H -3.67228 3.55315 0.27658
C -3.44134 1.88140 -1.62089
H 0.75661 -4.06649 2.16805
H 4.28119 -0.47245 5.78194
C 0.30824 -3.81520 -0.50651
H 2.56871 -4.36650 1.95265
H -0.14643 -4.54999 0.26322
H -0.00308 2.57209 -0.95941
Cl 0.60136 -4.79241 -2.03314
H -2.22579 -3.48736 0.95129
H -5.49796 2.70454 -1.57999
C 1.72382 -3.59767 1.77911
S -0.02440 3.67874 -3.26600
O 2.53931 -1.69475 4.15513
C 1.74493 -0.04473 -2.31785
C -2.01200 -2.62796 0.21705
C 4.22596 -1.56127 5.87268
H 1.65498 3.07544 -1.56639
H 4.54037 -1.96417 3.77045
F 1.96510 0.79511 -3.47488
C -1.83908 3.24893 -3.45265
C 0.54420 3.40312 -1.52383
C -4.43511 3.16683 -1.64528
C -2.17220 1.96252 -2.52190
N -4.28565 4.02388 -0.42068
H 1.95081 -2.68162 2.42513
C 3.81231 -2.18867 4.55646
C -1.52455 -0.18137 -1.68092
C 0.50185 4.71248 -0.58290
H 5.20016 -1.93671 6.19494
H 1.25763 5.51926 -0.86425